7
Properties=species:S:1:pos:R:3 method="wB97M-V/def2-TZVPD" lumo_ev="-2.20 / -2.22" total_charge=0 gap_ev="6.94 / 6.91"
C -0.580 -0.453 0.517
C 0.063 -1.174 -0.246
N -0.527 0.911 0.892
P 0.371 1.960 0.068
S 1.436 1.235 -1.462
H -1.544 -0.652 0.996
H 0.780 -1.826 -0.764